The molecule C4H3O7P in a non-equilibrium geometry. Source: the Open Molecules 2025 dataset; level of theory: the ωB97M-V functional and the def2-TZVPD basis.

Geometry as XYZ:
```
15
Properties=species:S:1:pos:R:3
H -2.95 0.04 1.63
H -1.66 1.28 -1.58
O 2.31 1.10 0.11
P -1.57 -0.09 0.07
O -1.97 -1.45 -0.29
C 0.19 0.14 0.11
C 2.46 -0.24 -0.02
O 0.63 2.39 0.91
O -2.23 1.02 -0.85
C 0.96 1.35 0.44
O 0.87 -2.08 -0.53
O -2.02 0.30 1.53
O 3.48 -0.87 0.05
C 1.08 -0.82 -0.19
H 0.43 -2.08 -1.39
```

Calculated values
Orbital gap ... 9.87 eV
Molar mass ... 194.03 g mol⁻¹